w.
Density functional theory data (wB97M-V/def2-TZVPD) for a structure of composition C4H12O3.

Cartesian coordinates (Å):
1 C -1.615 0.050 0.557
2 C -0.924 0.653 -0.506
3 C -0.839 -0.097 -1.810
4 C 0.230 1.506 -0.108
5 O -1.863 -1.147 0.675
6 H -1.853 0.739 1.388
7 H 1.190 -0.340 2.538
8 H -1.232 0.318 -2.748
9 H 0.159 -0.394 -2.149
10 H -1.300 -1.114 -1.769
11 H 0.501 2.109 -0.976
12 H -0.080 2.176 0.654
13 H 1.002 0.774 0.318
14 H 2.586 0.318 -0.266
15 H 0.720 0.246 2.573
16 O 1.998 0.099 0.461
17 H -0.307 -2.139 0.533
18 H 1.044 -1.452 0.398
19 O 0.584 -2.304 0.236

The calculation puts the highest occupied orbital energy at -9.78 eV. Its molar mass is 108.14 g mol⁻¹. As for the net charge: 0. The HOMO-LUMO gap comes out at 0.269 Ha.

In elementary charge units, the natural (NBO) charges are: 0.348 0.145 -0.725 -0.580 -0.490 0.134 0.050 0.253 0.265 0.262 0.245 0.242 0.367 0.462 -0.051 -0.899 0.468 0.485 -0.981



x.
Density functional theory data (wB97M-V/def2-TZVPD) for a cluster of 3 separate species, C4H12O3 in total.

Cartesian coordinates (Å):
1 C -2.464 -0.307 -0.842
2 C -1.378 0.578 -1.369
3 C -0.188 0.864 -0.833
4 C 1.203 1.480 -1.130
5 O -0.177 0.101 0.330
6 H -2.227 -0.897 0.045
7 H -2.744 -1.003 -1.515
8 H -3.266 0.386 -0.529
9 H -1.666 0.968 -2.381
10 H 1.202 1.816 -2.236
11 H 2.023 0.786 -0.978
12 H 1.419 2.188 -0.346
13 H -0.064 0.495 1.229
14 O 1.314 0.025 2.543
15 H 2.133 -0.179 2.789
16 H 0.763 -0.730 2.254
17 O 1.075 -2.151 0.398
18 H 0.813 -1.578 0.992
19 H 0.872 -1.741 -0.453

The calculation puts the highest occupied orbital energy at -8.84 eV. Its SMILES is C/C=C(/C)O.O.O. Its molar mass is 108.14 g mol⁻¹. As for the net charge: 0. The HOMO-LUMO gap comes out at 0.347 Ha.

In elementary charge units, the natural (NBO) charges are: -0.635 -0.219 0.278 -0.661 -0.801 0.225 0.213 0.216 0.189 0.229 0.231 0.228 0.500 -0.935 0.480 0.464 -0.911 0.431 0.478



Which one is most stable, and which one is least stable? x is the most stable of them, while w is the least stable.



w.
Density functional theory data (wB97M-V/def2-TZVPD) for a cluster of 3 separate species, C4H12O3 in total.

Cartesian coordinates (Å):
1 C -0.159 -3.390 1.112
2 C -0.720 -2.017 0.765
3 C -1.542 -1.211 1.431
4 C -1.308 0.307 1.417
5 O -2.673 0.815 1.156
6 H 0.924 -3.207 0.994
7 H -0.366 -4.083 0.283
8 H -0.347 -3.941 2.029
9 H -0.204 -1.627 -0.105
10 H -2.171 -1.423 2.285
11 H -1.074 0.733 2.399
12 H -0.679 0.600 0.558
13 H -3.146 0.110 0.712
14 O 3.986 2.811 -1.689
15 H 4.637 2.123 -1.543
16 H 3.564 3.022 -0.859
17 O 1.209 1.680 -3.160
18 H 1.115 2.265 -2.411
19 H 0.355 1.296 -3.353

The calculation puts the highest occupied orbital energy at -9.33 eV. Its SMILES is C/C=C/CO.O.O. Its molar mass is 108.14 g mol⁻¹. As for the net charge: 0. The HOMO-LUMO gap comes out at 0.361 Ha.

In elementary charge units, the natural (NBO) charges are: -0.653 -0.140 -0.263 -0.088 -0.744 0.224 0.217 0.225 0.188 0.204 0.197 0.170 0.463 -0.940 0.474 0.467 -0.937 0.471 0.466



x.
Density functional theory data (wB97M-V/def2-TZVPD) for a cluster of 3 separate species, C4H12O3 in total.

Cartesian coordinates (Å):
1 C -1.732 -0.391 -1.506
2 C -0.349 -0.922 -1.049
3 C 0.149 -0.384 0.316
4 C 1.680 -0.433 0.392
5 O 2.260 -0.077 1.388
6 H -1.694 -0.638 -2.559
7 H -1.662 0.678 -1.263
8 H -2.609 -0.661 -0.927
9 H 0.406 -0.797 -1.816
10 H -0.447 -1.989 -0.799
11 H -0.127 -0.955 1.203
12 H -0.224 0.633 0.485
13 H 2.102 -1.129 -0.355
14 O 3.381 -3.183 -0.005
15 H 4.135 -2.671 0.292
16 H 3.260 -3.854 0.689
17 O -2.883 5.798 1.504
18 H -3.582 5.377 2.051
19 H -2.064 5.598 1.958

The calculation puts the highest occupied orbital energy at -9.53 eV. Its SMILES is CCCC=O.O.O. Its molar mass is 108.14 g mol⁻¹. As for the net charge: 0. The HOMO-LUMO gap comes out at 0.379 Ha.

In elementary charge units, the natural (NBO) charges are: -0.614 -0.399 -0.518 0.446 -0.531 0.218 0.200 0.214 0.203 0.202 0.234 0.217 0.125 -0.943 0.474 0.473 -0.938 0.469 0.468



y.
Density functional theory data (wB97M-V/def2-TZVPD) for a cluster of 4 separate species, C4H12O3 in total.

Cartesian coordinates (Å):
1 C 2.198 1.226 0.001
2 C 0.384 -2.005 -0.106
3 O -1.530 -1.409 -0.071
4 C 0.675 -0.678 -0.049
5 C 1.736 0.001 -0.628
6 H 3.009 1.072 0.720
7 H 1.360 1.709 0.511
8 H 2.641 1.987 -0.651
9 H -0.403 -2.446 0.485
10 H 1.023 -2.611 -0.750
11 H -2.160 -2.056 -0.393
12 H 0.120 -0.046 0.649
13 H 2.452 -0.502 -1.275
14 H -0.506 1.343 -0.758
15 H -1.829 1.650 0.175
16 O -1.023 2.039 -0.360
17 H -3.490 0.643 1.240
18 H -2.072 -0.576 0.332
19 O -2.584 0.660 0.929

The calculation puts the highest occupied orbital energy at -8.58 eV. Its molar mass is 108.14 g mol⁻¹. As for the net charge: 0. The HOMO-LUMO gap comes out at 0.233 Ha.

In elementary charge units, the natural (NBO) charges are: -0.714 0.005 -0.961 -0.342 0.074 0.260 0.272 0.246 0.284 0.191 0.482 0.259 0.201 0.428 0.518 -1.029 0.455 0.534 -1.164



z.
Density functional theory data (wB97M-V/def2-TZVPD) for a cluster of 2 separate species, C4H12O3 in total.

Cartesian coordinates (Å):
1 O -0.103 -2.507 -0.592
2 C -0.764 -1.406 -0.024
3 C -0.656 -0.074 -0.794
4 C -1.021 1.030 0.212
5 C 0.110 1.121 1.282
6 O -0.532 0.797 2.536
7 H 0.064 -2.445 -1.527
8 H -1.829 -1.544 0.275
9 H -0.387 -1.410 1.009
10 H 0.366 -0.012 -1.180
11 H -1.325 -0.278 -1.638
12 H -1.965 0.980 0.748
13 H -1.072 2.038 -0.238
14 H 0.620 2.086 1.321
15 H 0.839 0.327 1.071
16 H 0.090 1.079 3.193
17 O 2.461 -0.042 -1.511
18 H 2.234 -0.517 -2.336
19 H 2.870 0.776 -1.810

The calculation puts the highest occupied orbital energy at -9.71 eV. Its SMILES is OCCCCO.O. Its molar mass is 108.14 g mol⁻¹. As for the net charge: 0. The HOMO-LUMO gap comes out at 0.376 Ha.

In elementary charge units, the natural (NBO) charges are: -0.722 -0.058 -0.456 -0.432 -0.070 -0.728 0.462 0.150 0.177 0.232 0.200 0.231 0.206 0.163 0.172 0.462 -0.933 0.470 0.473



Which one is most stable, and which one is least stable? x is the most stable of them, while y is the least stable.